Entry from the Open Molecules 2025 dataset: a molecular structure, C30H39FN7O3SSiTi at a distorted geometry (ωB97M-V/def2-TZVPD).

The geometry in XYZ format:
```
83
Properties=species:S:1:pos:R:3:forces:R:3:mulliken_charge:R:1
Ti 0.9934 0.1564 -0.3175 1.063 -1.078 -0.914 0.0959
O 0.0123 -0.2600 3.6926 0.268 -0.092 0.717 -0.8039
C -0.1229 0.1413 2.5271 -0.710 -1.783 -0.510 0.4858
N 0.1798 -0.6126 1.4318 -0.885 -0.142 2.318 0.4461
C 0.4955 -2.0249 1.8693 1.219 0.198 -1.616 -0.8647
C -0.6800 -2.9515 2.1142 -0.454 0.996 -0.164 0.6658
C -1.7127 -2.5455 2.9991 1.478 -0.237 -0.258 -0.4935
C -2.6277 -3.4382 3.4211 -1.627 -1.522 -0.681 -0.4651
C -2.6023 -4.7522 2.8327 -0.791 0.456 0.401 -0.2861
C -1.5995 -5.0304 1.9273 0.144 -0.015 -1.272 -0.5504
N -0.7068 -4.1061 1.4698 0.302 -0.741 1.447 -0.4702
C -0.8361 1.4513 2.4205 1.425 3.538 0.376 0.1149
C -0.9397 2.2197 3.6709 -0.768 -0.670 -1.151 -0.7869
C -1.2560 3.5974 3.6288 0.606 -2.114 1.016 -0.5101
C -1.4153 4.1790 2.4008 -0.470 1.337 -0.225 -0.4072
C -1.3595 3.3941 1.2788 -0.264 -1.469 -2.689 -0.4815
N -0.9984 2.0605 1.2246 -0.667 1.011 1.787 0.2626
H 1.0602 -2.5073 1.0296 -0.506 0.537 0.706 0.0983
H 1.1544 -1.9996 2.7641 -0.520 -0.117 -0.352 0.4478
H -1.6351 -1.5561 3.3674 -0.162 0.654 0.488 0.5675
H -3.4500 -3.1158 4.0838 0.519 -0.401 -0.300 0.3699
H -3.4606 -5.4537 2.9686 1.108 0.445 0.248 0.3373
H -1.4619 -6.0183 1.4263 -0.563 0.777 0.514 0.3537
H -0.8231 1.5852 4.5625 0.074 0.802 -0.314 0.3895
H -1.3789 4.2243 4.5169 0.215 -0.494 -0.094 0.3617
H -1.6162 5.2741 2.4028 0.044 -0.995 -0.573 0.3434
H -1.6715 3.7617 0.2556 0.759 -0.067 1.317 0.3378
C 1.4721 5.0268 -0.4480 1.479 0.883 0.837 -1.1672
Si 2.4023 3.3476 -0.2070 -2.703 -0.049 -0.386 0.1628
C 2.6021 3.0148 1.6340 -0.218 1.671 -0.214 -0.6689
C 3.9876 3.5530 -1.0301 2.246 -1.370 -0.697 -0.8234
N 1.6383 1.9660 -1.0032 0.229 1.653 1.586 0.7612
C 1.1755 2.0404 -2.2782 0.604 -0.056 -2.345 0.1258
C 1.7397 1.2170 -3.2819 -0.112 -0.999 -0.123 -0.1177
C 1.1591 0.9676 -4.5485 -0.388 -0.038 0.687 -0.5585
C 0.0904 1.7665 -4.9507 -0.050 0.342 0.840 -0.5532
C -0.3581 2.7536 -4.0328 -0.526 -0.141 -1.349 -0.7284
C 0.1533 2.8608 -2.7810 0.447 0.737 1.271 0.5342
F -0.2923 3.8686 -1.9264 -0.673 -1.149 -1.014 -0.3686
H 2.1055 5.9123 -0.1121 -0.304 -1.064 -0.280 0.3496
H 0.6012 5.0943 0.1853 -0.524 -0.143 0.076 0.2235
H 1.1817 5.2477 -1.4710 0.143 -0.105 0.051 0.3790
H 3.2131 3.8711 2.0180 -0.090 -0.894 -0.066 0.4034
H 3.0230 2.0529 1.7935 0.792 -0.697 0.303 0.0131
H 1.6777 3.0473 2.2114 -0.260 0.043 -0.213 0.1300
H 4.7453 4.1804 -0.5611 -0.140 0.383 -0.097 0.3457
H 3.9450 3.7126 -2.1227 -0.161 0.225 0.514 0.2934
H 4.4145 2.5183 -0.9422 -0.138 0.589 -0.141 -0.0740
H 2.6008 0.5998 -2.9727 -0.596 0.229 -0.091 0.2560
H 1.4040 0.0160 -5.0483 0.203 0.864 -0.037 0.2240
H -0.4529 1.6536 -5.8949 0.354 -0.104 0.361 0.3308
H -1.1664 3.4198 -4.3237 0.076 -0.013 0.095 0.3970
O 0.4966 -1.9791 -3.5867 -0.060 -0.236 0.101 -0.5778
S 1.2762 -2.4733 -2.3850 -0.187 0.510 0.197 -0.0981
N 1.3046 -1.4776 -1.1824 0.081 -0.172 -0.290 -0.4664
N -0.8800 0.2488 -1.2415 -4.422 -2.032 0.405 0.0757
C -1.8265 -0.4855 -1.1419 5.355 3.532 -0.754 0.1353
N -2.6966 -1.4058 -1.1934 -2.108 -1.973 -0.368 0.2849
C -2.9323 -2.1736 -2.4727 -0.912 0.505 0.105 -0.8828
C -3.2015 -3.6514 -2.1668 1.207 -0.550 1.265 -0.5412
C -4.3543 -3.8392 -1.1272 0.447 -0.355 -0.247 -0.5539
C -4.8154 -2.5235 -0.5773 -1.123 0.695 1.077 -0.9741
C -3.7086 -1.5443 -0.1300 -0.962 -0.154 0.734 0.0007
H -2.1237 -1.9811 -3.1783 0.367 -0.232 0.409 0.4570
H -3.8239 -1.7085 -2.9182 0.057 -0.157 -0.052 0.4000
H -2.2222 -4.0648 -1.7745 -1.092 0.312 -0.337 0.2208
H -3.4760 -4.2520 -3.0340 0.315 0.416 -0.329 0.3930
H -4.1777 -4.5982 -0.3570 0.711 0.409 0.107 0.2848
H -5.2034 -4.2714 -1.6173 -0.599 -0.213 -0.650 0.3162
H -5.5329 -2.6647 0.2725 0.827 -0.015 -0.317 0.4179
H -5.5004 -2.0521 -1.3068 0.665 0.123 -0.008 0.3597
H -3.2440 -1.8618 0.8404 -0.166 0.069 -0.973 -0.1480
H -4.2587 -0.6013 0.0932 0.775 -0.194 -0.315 0.3547
C 5.4518 -0.0011 0.6240 -1.646 -0.885 0.777 -1.4335
C 4.0741 -0.6512 0.5433 -3.116 0.861 1.192 0.7201
C 4.0808 -2.1856 0.6946 0.321 0.972 -0.503 -1.1820
O 2.9938 0.0392 0.3720 4.853 -2.425 1.048 0.0383
H 6.2141 -0.7471 0.6886 0.512 -0.521 -0.678 0.4690
H 5.6208 0.5714 1.5144 -0.510 0.706 0.506 0.3109
H 5.4325 0.6113 -0.2223 0.871 1.143 -1.341 0.2909
H 4.8502 -2.4925 -0.0350 -0.709 -0.285 -0.268 0.4440
H 3.0731 -2.5374 0.5120 0.115 -0.376 -0.322 0.1341
H 4.5058 -2.6282 1.6176 -0.391 0.914 0.038 0.3216
```
Forces are in eV/Å.

Computed properties:
- 2S+1 = 3
- charge = -1
- energy above the lowest of the compared OMol25 structures with the same formula, charge and spin (kJ/mol) = 111.8

---

Entry from the Open Molecules 2025 dataset: a molecular structure, C16H17BrN2O7W (ωB97M-V/def2-TZVPD).

The geometry in XYZ format:
```
44
Properties=species:S:1:pos:R:3:forces:R:3:mulliken_charge:R:1
W 0.1466 0.4204 0.0493 0.273 -0.069 -0.335 0.8323
O 2.0710 -4.7123 -2.6772 -0.036 0.061 -0.004 -0.3452
C 1.6151 -3.6331 -2.1670 0.063 -0.143 -0.052 0.6700
C 0.7625 -2.6987 -2.8489 0.060 -0.123 0.019 -0.2787
C 0.3629 -1.6018 -2.1657 0.102 -0.059 0.225 0.4149
N 0.7241 -1.3342 -0.8727 0.029 -0.032 0.000 0.5133
C 1.5288 -2.2427 -0.2260 -0.167 0.087 -0.184 0.5718
C 1.9888 -3.3717 -0.8047 -0.015 -0.055 -0.084 -0.5437
C 1.7568 -1.8358 1.1774 -0.081 -0.014 0.131 0.0864
O 2.2808 -2.3473 2.0747 0.091 0.056 0.060 -0.2695
O 1.0876 -0.5417 1.2932 0.150 -0.014 0.075 -0.2509
C -0.5539 -0.5654 -2.6834 -0.171 0.023 0.055 -0.2814
O -1.1655 -0.4708 -3.6645 0.007 0.112 -0.070 -0.2751
O -0.6355 0.4314 -1.6175 -0.146 -0.030 0.037 -0.5801
H 1.8223 -4.9142 -3.6019 0.023 -0.044 -0.016 0.4044
H 0.4300 -2.8633 -3.8701 0.004 0.002 0.010 0.5393
H 2.6112 -4.0796 -0.2643 -0.003 0.005 -0.008 0.6393
C 2.9110 0.9946 -1.4951 -0.022 0.084 0.129 -0.7119
O 1.9315 1.3856 -0.4207 -0.276 0.075 0.088 -0.4413
C 2.0274 2.8011 0.0469 0.170 -0.171 -0.048 -0.6247
C 0.7815 3.4554 -0.4453 -0.228 0.044 0.012 -0.3896
O -0.2946 2.4936 -0.1396 -0.147 -0.164 0.015 -0.1602
C -1.6233 2.9936 -0.6287 0.181 0.045 0.085 -0.7116
H 3.8318 1.5236 -1.2698 0.059 -0.032 -0.027 0.4075
H 2.4954 1.2906 -2.4549 0.008 0.015 -0.030 0.3448
H 3.0653 -0.0745 -1.4075 -0.002 -0.038 -0.004 0.2339
H 2.9289 3.2433 -0.3703 0.024 0.027 -0.013 0.5668
H 2.1136 2.7544 1.1292 0.006 0.018 0.057 0.2191
H 0.7692 3.6226 -1.5221 0.035 0.027 -0.034 0.3509
H 0.5731 4.3843 0.0856 0.002 0.031 0.002 0.4407
H -1.7487 3.9809 -0.1931 -0.053 0.033 -0.019 0.3369
H -2.3818 2.3126 -0.2627 -0.031 -0.033 0.003 0.2950
H -1.5904 3.0221 -1.7140 -0.031 0.014 -0.038 0.3632
Br -0.2762 1.5989 2.7917 0.025 0.055 0.213 0.2200
C -1.7660 0.5819 2.2820 -0.071 -0.032 0.057 0.7010
C -2.8524 0.3844 3.0873 -0.117 -0.078 -0.028 -0.6723
C -3.9058 -0.3723 2.5644 -0.021 0.031 0.080 -0.1421
C -3.8355 -0.8797 1.2625 -0.018 -0.020 -0.018 -0.8114
C -2.7219 -0.6357 0.5065 -0.084 -0.001 0.072 -0.0121
N -1.6706 0.0774 1.0240 0.421 0.296 -0.423 0.3368
H -2.8899 0.8035 4.0855 -0.011 -0.002 0.010 0.5424
H -4.7866 -0.5526 3.1718 -0.007 -0.005 0.004 0.4872
H -4.6491 -1.4550 0.8384 -0.019 0.006 0.026 0.5014
H -2.6322 -0.9918 -0.5097 0.021 0.009 -0.030 0.4820
```
Forces are in eV/Å.

Computed properties:
- charge = +4
- energy above the lowest of the compared OMol25 structures with the same formula, charge and spin (kJ/mol) = 56.8

---

Entry from the Open Molecules 2025 dataset: 3 unconnected molecules or ions with the total composition C5H11N3O at a distorted geometry (ωB97M-V/def2-TZVPD).

The geometry in XYZ format:
```
20
Properties=species:S:1:pos:R:3:forces:R:3:mulliken_charge:R:1
C -1.0904 -0.4888 1.4198 -2.870 -0.036 -0.356 -0.3861
C 1.1324 1.2710 -0.8481 -0.327 0.245 0.059 -0.8378
N 0.9052 -0.1080 -0.4733 0.036 -0.547 1.597 -0.2057
C 0.9248 -0.4588 0.7430 1.705 0.390 -2.048 0.7491
N -1.3851 0.8479 1.5176 0.575 -0.516 -0.268 -0.3206
C -0.7915 -0.7099 -2.6979 0.220 -0.002 0.125 -0.2940
C 1.7059 -0.8590 1.7335 -0.586 -0.139 0.623 -0.9525
O -1.7283 -1.1961 0.5511 1.082 0.350 0.875 -0.5081
N -1.3251 -0.1448 -1.7224 -1.163 -0.428 0.868 -0.6759
H -1.5902 -0.7742 -0.5120 0.903 0.854 -0.950 0.4249
H -0.8544 -0.9783 2.3650 0.559 -0.002 -0.263 0.4913
H -0.8577 1.3952 2.1785 0.078 0.002 -0.043 0.2814
H -1.6039 1.2987 0.6385 -0.187 0.043 0.011 0.3026
H 1.2821 1.3339 -1.9243 0.006 -0.037 0.063 0.2452
H 0.2605 1.8902 -0.6071 0.005 -0.035 -0.054 0.2740
H 1.9917 1.6883 -0.3083 -0.061 -0.157 -0.050 0.4105
H -1.1354 -0.5324 -3.7263 0.108 0.216 -0.093 0.2691
H 0.0737 -1.3887 -2.6091 -0.082 -0.235 0.012 0.2486
H 1.3042 -1.2381 2.6609 0.030 0.116 0.096 0.1833
H 2.7818 -0.8478 1.6210 -0.030 -0.082 -0.202 0.3008
```
Forces are in eV/Å.

Computed properties:
- charge = 0
- energy above the lowest of the compared OMol25 structures with the same formula, charge and spin (kJ/mol) = 592.7

---

- Which of these has the highest energy above the lowest of the compared OMol25 structures with the same formula, charge and spin?
  C5H11N3O

---

- Which of these has the lowest energy above the lowest of the compared OMol25 structures with the same formula, charge and spin?
  C16H17BrN2O7W

---

- Which formula does entry 2 have?
  C16H17BrN2O7W

---

- Among the records above, which one has the highest charge?
  C16H17BrN2O7W